(1)
Entry from the Open Molecules 2025 dataset: the ion HN2O3S with charge -1 (ωB97M-V/def2-TZVPD).

```
7
Properties=species:S:1:pos:R:3:mulliken_charge:R:1
O -0.699 0.063 2.243 -0.654
O -2.179 -1.473 0.397 -0.309
O 1.009 -2.030 2.344 -0.620
S 0.001 -1.208 1.642 0.854
N -1.367 -2.198 0.926 0.064
N 0.575 -0.599 0.405 -0.614
H -0.444 -0.385 -0.065 0.280
```

Summary:
* net charge: -1
* lowest unoccupied orbital energy (spin up / spin down): 3.3 / 3.3 eV
* F_max: 0.1069 hartree/bohr
* HOMO (spin up / spin down): -4.033 / -4.033 eV
* structure (SMILES): N=[S@@](=O)([O-])N=O
* relative energy (zero: lowest compared OMol25 entry of this formula, charge and spin): 122.8 kcal per mole
* HOMO-LUMO gap (spin up / spin down): 7.36 / 7.35 eV



(2)
Entry from the Open Molecules 2025 dataset: a cluster of 2 separate species, HN2O4 in total (ωB97M-V/def2-TZVPD).

```
7
Properties=species:S:1:pos:R:3:mulliken_charge:R:1
N 0.058 -1.185 -0.504 -0.222
O 0.632 2.217 0.279 -0.123
O -0.478 -3.282 -1.183 -0.392
H 0.980 2.668 1.055 0.410
N -0.247 -2.204 -0.895 0.835
O -0.150 1.235 0.988 0.399
O -0.795 0.552 0.259 0.093
```

Summary:
* net charge: +1
* lowest unoccupied orbital energy: -9.9 eV
* F_max: 0.0572 hartree/bohr
* HOMO: -16.753 eV
* relative energy (zero: lowest compared OMol25 entry of this formula, charge and spin): 48.9 kcal per mole
* HOMO-LUMO gap: 6.81 eV



(3)
Entry from the Open Molecules 2025 dataset: a structure of composition HN2O4 (ωB97M-V/def2-TZVPD).

```
7
Properties=species:S:1:pos:R:3:mulliken_charge:R:1
H -2.835 -0.203 -0.208 0.444
O -2.123 -0.295 0.615 -0.191
O -0.942 -0.438 0.088 0.035
N 0.999 0.668 -0.391 0.275
O -0.069 0.972 0.073 -0.068
N 1.966 -0.161 0.045 0.672
O 3.006 -0.542 -0.222 -0.166
```

Summary:
* net charge: +1
* lowest unoccupied orbital energy (spin up / spin down): -8.5 / -8.5 eV
* F_max: 0.0652 hartree/bohr
* HOMO (spin up / spin down): -16.499 / -16.498 eV
* relative energy (zero: lowest compared OMol25 entry of this formula, charge and spin): 78.8 kcal per mole
* HOMO-LUMO gap (spin up / spin down): 7.98 / 7.98 eV



(4)
Entry from the Open Molecules 2025 dataset: the ion HN2O4S with charge -1 (ωB97M-V/def2-TZVPD).

```
8
Properties=species:S:1:pos:R:3:mulliken_charge:R:1
O -1.119 -1.906 -0.921 -0.581
S -1.209 -0.939 0.215 0.651
O -0.947 -1.526 1.488 -0.497
N 0.419 1.204 -0.006 1.174
N 0.703 -0.094 -0.216 -0.563
O 1.217 2.095 -0.170 -0.700
O -0.789 1.450 0.156 -0.679
H 1.725 -0.284 -0.547 0.195
```

Summary:
* net charge: -1
* lowest unoccupied orbital energy: 4.0 eV
* F_max: 0.0837 hartree/bohr
* HOMO: -4.763 eV
* relative energy (zero: lowest compared OMol25 entry of this formula, charge and spin): 48.9 kcal per mole
* HOMO-LUMO gap: 8.81 eV